9
Properties=species:S:1:pos:R:3:nbo_charge:R:1 method="wB97M-V/def2-TZVPD" e_lumo_ev=4.05 relative_energy_ev=0.105 total_charge=-1 homo_lumo_gap_ev=6.8
S -2.636 0.069 0.758 -1.06
H -2.681 0.983 -0.222 0.08
O 1.745 1.404 0.014 -0.57
C 0.822 0.693 -0.290 0.46
C 0.720 -0.752 0.077 -0.74
H -0.075 1.029 -0.843 0.12
H 1.619 -1.125 0.586 0.19
H -0.126 -0.930 0.737 0.30
H 0.612 -1.372 -0.818 0.21

41
Properties=species:S:1:pos:R:3:nbo_charge:R:1 method="wB97M-V/def2-TZVPD" e_lumo_ev=2.05 total_charge=-1 homo_lumo_gap_ev=9.1
C 2.581 -1.545 1.760 -0.66
C 1.380 -1.667 0.838 0.29
Cl 0.140 -2.797 1.747 -0.18
N 1.649 -2.354 -0.381 -0.73
C 0.451 -2.164 -1.180 0.73
O 0.053 -2.949 -1.991 -0.50
C -0.104 -0.800 -0.853 -0.54
C 0.500 -0.400 0.498 -0.27
C 1.312 0.912 0.407 -0.42
C 0.874 2.093 1.314 -0.39
C -0.410 1.930 2.126 -0.42
C -1.666 1.802 1.250 -0.52
S -2.966 2.883 1.917 0.28
C -4.358 1.914 1.592 0.29
N -4.572 1.012 0.704 -0.33
N -5.879 0.564 0.937 -0.28
C -6.320 1.246 1.914 0.28
O -5.415 2.130 2.401 -0.43
H 2.437 -2.117 2.673 0.24
H 3.475 -1.923 1.262 0.23
H 2.773 -0.515 2.044 0.21
H 2.454 -1.984 -0.887 0.43
H 0.379 -0.203 -1.639 0.27
H -1.176 -0.702 -1.001 0.24
H -0.262 -0.358 1.270 0.22
H 2.350 0.705 0.640 0.21
H 1.328 1.240 -0.633 0.23
H 1.682 2.321 2.015 0.20
H 0.754 2.986 0.694 0.20
H -0.501 2.811 2.769 0.21
H -0.348 1.077 2.805 0.21
H -2.079 0.797 1.208 0.25
H -1.457 2.096 0.220 0.23
H -7.287 1.204 2.381 0.20
F 2.435 0.311 -4.558 -0.60
P 2.611 -1.335 -4.410 2.60
F 3.490 -2.677 -4.064 -0.58
F 1.079 -1.254 -3.789 -0.60
F 3.683 -1.065 -5.643 -0.59
F 1.839 -2.285 -5.524 -0.59
F 3.093 -0.943 -2.833 -0.62

33
Properties=species:S:1:pos:R:3:mulliken_charge:R:1 method="wB97M-V/def2-TZVPD" e_lumo_ev="-9.94 / -9.35" spin_multiplicity=8 relative_energy_ev=0.000 total_charge=+2 homo_lumo_gap_ev="5.8 / 6.8"
I -4.033 0.324 -2.520 0.25
I -2.571 2.536 -1.923 0.16
Gd -1.767 -0.218 -0.549 0.83
P 0.758 -0.929 -2.299 0.97
C 2.036 -0.023 -3.207 -1.21
C 1.491 -2.594 -2.293 -1.20
H -1.311 -1.804 -3.244 0.44
H -0.150 -1.544 -4.498 0.40
H -0.967 -0.163 -3.865 0.38
C -0.526 -1.116 -3.571 -1.28
H 0.780 -3.307 -1.873 0.31
H 1.772 -3.001 -3.267 0.42
H 2.377 -0.436 -4.176 0.40
H 2.980 0.072 -2.635 0.38
H 2.408 -2.615 -1.698 0.39
H 1.712 1.000 -3.476 0.36
C 1.341 1.685 -0.322 0.10
O 2.069 2.582 -0.347 -0.18
Cl -1.920 -2.915 -0.264 -0.37
C -1.342 0.535 4.441 -1.32
P -0.557 0.826 2.838 1.14
C 0.750 -0.445 2.893 -1.08
C -0.609 2.660 2.695 -1.04
O -1.535 0.278 1.724 -0.56
H -1.966 -0.320 4.517 0.40
H -1.912 1.342 4.834 0.39
H -0.604 0.408 5.224 0.43
H 0.322 -1.453 2.963 0.36
H 1.419 -0.383 2.031 0.30
H 1.344 -0.244 3.770 0.42
H -0.051 3.017 1.855 0.26
H -1.633 3.041 2.717 0.37
H -0.106 3.203 3.528 0.38

26
Properties=species:S:1:pos:R:3:nbo_charge:R:1 method="wB97M-V/def2-TZVPD" smiles=c1ccc2c(Cn3ccnc3)c[nH]c2c1 e_lumo_ev=0.76 relative_energy_ev=0.000 total_charge=0 homo_lumo_gap_ev=8.9
C -2.926 1.045 2.355 -0.22
C -1.967 1.966 1.994 -0.23
C -0.831 1.492 1.350 0.11
N 0.266 2.157 0.883 -0.51
C 1.128 1.258 0.324 0.00
C 0.615 -0.004 0.419 -0.15
C -0.650 0.116 1.071 -0.02
C -1.640 -0.793 1.449 -0.23
C -2.763 -0.317 2.084 -0.22
H -3.540 -1.005 2.383 0.21
H -1.528 -1.848 1.247 0.21
C 1.239 -1.260 -0.108 -0.22
N 1.404 -1.195 -1.541 -0.34
C 0.435 -1.324 -2.475 0.16
N 0.887 -1.141 -3.685 -0.46
C 2.210 -0.872 -3.542 -0.10
C 2.550 -0.895 -2.220 -0.12
H 3.483 -0.739 -1.719 0.21
H 2.830 -0.682 -4.395 0.21
H -0.582 -1.554 -2.228 0.19
H 2.226 -1.419 0.339 0.22
H 0.603 -2.115 0.137 0.22
H 2.054 1.582 -0.112 0.21
H 0.410 3.151 0.930 0.41
H -2.091 3.019 2.202 0.21
H -3.822 1.378 2.857 0.21

197
Properties=species:S:1:pos:R:3:mulliken_charge:R:1 method="wB97M-V/def2-TZVPD" e_lumo_ev=-1.56 total_charge=+1 homo_lumo_gap_ev=10.2
C -21.565 -17.816 -10.854 -1.80
C -21.617 -16.414 -11.432 1.11
C -21.074 -15.529 -10.355 -0.99
N -20.776 -14.114 -10.783 1.46
C -19.747 -14.109 -11.850 0.20
C -20.363 -13.353 -9.548 0.36
C -21.504 -12.344 -9.289 0.31
C -21.908 -11.968 -10.673 -0.58
C -21.961 -13.359 -11.328 0.57
H -22.042 -18.532 -11.513 0.64
H -22.059 -17.836 -9.867 0.09
H -20.553 -18.148 -10.671 0.22
H -22.680 -16.181 -11.576 -1.48
H -21.127 -16.344 -12.377 0.83
H -20.126 -15.819 -9.927 1.03
H -21.816 -15.403 -9.596 0.11
H -19.467 -13.062 -12.057 0.39
H -20.161 -14.547 -12.754 0.13
H -18.843 -14.605 -11.544 -0.01
H -19.479 -12.804 -9.788 -0.49
H -20.139 -14.125 -8.777 -0.04
H -21.042 -11.599 -8.677 -0.25
H -22.374 -12.806 -8.839 0.04
H -21.200 -11.310 -11.159 -0.23
H -22.924 -11.569 -10.807 0.86
H -21.886 -13.315 -12.425 -0.58
H -22.892 -13.959 -11.126 -0.80
C -23.647 -20.295 -8.739 -1.36
C -22.931 -19.416 -7.596 -0.47
C -23.812 -18.217 -7.294 0.29
N -23.169 -17.309 -6.294 0.95
C -22.927 -18.104 -5.043 -1.42
C -24.170 -16.238 -5.809 -0.59
C -23.291 -15.028 -5.641 -0.81
C -22.270 -15.148 -6.755 2.96
C -21.848 -16.608 -6.716 -1.16
H -24.664 -20.648 -8.600 0.41
H -22.899 -21.083 -8.927 0.40
H -23.614 -19.769 -9.679 0.25
H -21.885 -19.233 -7.807 0.47
H -22.988 -20.077 -6.709 0.56
H -24.829 -18.508 -7.071 0.72
H -23.932 -17.537 -8.158 -0.99
H -23.770 -18.757 -4.955 0.45
H -22.823 -17.449 -4.198 0.43
H -22.015 -18.694 -5.146 0.39
H -24.694 -16.624 -4.932 0.44
H -24.836 -15.987 -6.611 0.09
H -22.731 -14.920 -4.731 0.45
H -23.920 -14.128 -5.820 0.50
H -21.357 -14.570 -6.665 -0.74
H -22.785 -14.914 -7.705 -1.64
H -21.055 -16.721 -5.943 0.24
H -21.517 -17.062 -7.632 0.36
C -24.087 -16.639 -14.229 -1.05
C -25.058 -15.466 -14.529 -0.30
C -24.780 -14.297 -13.580 -0.01
N -25.765 -13.131 -13.685 0.89
C -27.113 -13.474 -13.168 -0.86
C -25.850 -12.536 -15.136 -0.13
C -25.810 -11.048 -14.831 -0.51
C -25.990 -10.853 -13.373 -1.33
C -25.233 -12.012 -12.798 0.39
H -24.403 -17.485 -14.854 0.49
H -24.068 -16.892 -13.191 0.14
H -23.053 -16.344 -14.471 0.09
H -26.100 -15.763 -14.247 0.31
H -24.986 -15.187 -15.582 0.30
H -23.848 -13.942 -13.907 0.44
H -24.866 -14.658 -12.552 -0.51
H -27.850 -12.696 -13.320 0.51
H -26.965 -13.682 -12.100 0.07
H -27.496 -14.316 -13.705 0.41
H -26.777 -12.837 -15.634 0.45
H -24.978 -12.875 -15.699 -0.17
H -26.541 -10.399 -15.383 0.42
H -24.844 -10.747 -15.169 0.21
H -26.943 -10.913 -12.872 0.52
H -25.489 -9.964 -13.015 0.47
H -25.317 -12.259 -11.758 0.61
H -24.133 -11.916 -12.939 -0.38
C -22.132 -9.888 -5.979 -1.69
C -21.104 -9.519 -7.079 1.27
C -20.274 -8.367 -6.654 -1.55
N -19.033 -8.141 -7.444 0.78
C -18.042 -9.302 -7.349 -0.75
C -18.303 -6.908 -6.927 -0.59
C -17.726 -6.179 -8.121 -0.79
C -18.196 -6.975 -9.378 -0.13
C -19.435 -7.715 -8.833 -0.61
H -22.739 -8.999 -5.635 0.36
H -21.651 -10.329 -5.148 0.35
H -22.833 -10.632 -6.282 0.39
H -21.451 -9.227 -8.088 0.51
H -20.450 -10.408 -7.101 -0.92
H -19.921 -8.557 -5.665 0.53
H -20.822 -7.434 -6.647 0.55
H -17.955 -9.635 -6.314 0.31
H -17.095 -8.930 -7.745 1.03
H -18.475 -10.040 -8.047 -0.57
H -17.525 -7.222 -6.228 0.37
H -18.984 -6.230 -6.393 0.44
H -16.652 -6.198 -8.084 0.38
H -18.099 -5.163 -8.198 0.34
H -17.554 -7.768 -9.767 -0.56
H -18.411 -6.449 -10.299 0.72
H -19.717 -8.605 -9.386 0.14
H -20.316 -7.076 -8.728 0.61
C -13.221 -8.451 -12.171 -1.53
C -13.255 -9.882 -11.621 -0.23
C -14.032 -9.955 -10.384 -0.11
N -14.475 -11.361 -10.038 0.50
C -13.335 -12.279 -9.807 -0.91
C -15.442 -11.918 -11.059 -0.82
C -16.304 -12.904 -10.292 1.11
C -16.106 -12.650 -8.786 -0.22
C -15.353 -11.329 -8.802 0.50
H -12.538 -8.318 -13.008 0.42
H -12.834 -7.735 -11.451 0.39
H -14.200 -8.143 -12.491 0.33
H -12.247 -10.251 -11.567 0.44
H -13.749 -10.588 -12.265 0.21
H -14.998 -9.444 -10.483 -0.40
H -13.486 -9.538 -9.536 0.69
H -12.632 -11.946 -9.033 0.31
H -12.712 -12.288 -10.709 0.41
H -13.646 -13.255 -9.453 0.35
H -14.860 -12.462 -11.824 0.47
H -15.926 -11.083 -11.480 -0.05
H -15.960 -13.913 -10.545 0.14
H -17.353 -12.764 -10.632 -0.71
H -15.531 -13.428 -8.264 0.25
H -17.062 -12.601 -8.362 -0.74
H -14.735 -10.984 -7.969 0.72
H -16.128 -10.559 -8.995 -0.84
C -16.969 -9.501 -15.327 -1.41
C -17.531 -10.774 -15.920 -0.18
C -17.519 -11.878 -14.841 0.48
N -17.341 -13.294 -15.372 1.13
C -16.176 -13.383 -16.300 -1.12
C -18.595 -13.803 -15.961 1.16
C -18.474 -15.354 -15.886 -1.12
C -17.659 -15.519 -14.576 0.44
C -17.087 -14.169 -14.171 0.54
H -17.461 -9.167 -14.426 0.18
H -16.855 -8.652 -15.991 0.49
H -15.927 -9.634 -14.998 0.35
H -16.803 -11.001 -16.728 0.17
H -18.561 -10.702 -16.256 0.19
H -18.485 -11.909 -14.347 -0.71
H -16.693 -11.673 -14.167 0.29
H -15.269 -13.083 -15.786 0.32
H -16.262 -12.837 -17.228 0.33
H -16.066 -14.439 -16.576 0.41
H -18.644 -13.423 -16.985 0.51
H -19.398 -13.454 -15.321 -1.31
H -17.849 -15.803 -16.683 0.33
H -19.450 -15.815 -15.787 0.52
H -16.867 -16.263 -14.571 0.64
H -18.340 -15.872 -13.729 -0.85
H -16.022 -14.273 -14.028 0.48
H -17.562 -13.759 -13.275 -1.15
P -18.814 -12.674 -5.755 1.98
F -18.492 -14.158 -6.330 -0.37
F -20.270 -13.221 -5.334 -0.32
F -18.170 -13.061 -4.285 -0.40
F -19.234 -11.198 -5.249 -0.38
F -17.296 -12.091 -6.174 -0.31
F -19.239 -12.289 -7.301 -0.82
P -17.169 -16.897 -10.704 1.34
F -17.855 -15.684 -9.924 -0.46
F -18.066 -17.919 -9.757 -0.44
F -18.480 -16.934 -11.756 -0.35
F -16.563 -18.156 -11.495 -0.38
F -16.459 -15.752 -11.711 -0.39
F -15.882 -16.899 -9.705 -0.40
B -18.558 -9.972 -11.522 -0.44
F -18.230 -10.115 -10.115 0.16
F -18.971 -11.043 -12.228 -0.04
F -19.590 -9.055 -11.594 -0.27
F -17.409 -9.557 -12.156 -0.22
C -26.465 -15.778 -9.913 0.59
F -26.345 -16.953 -9.308 -0.17
F -26.407 -16.017 -11.274 -0.18
F -27.691 -15.297 -9.705 -0.27
S -25.131 -14.705 -9.408 0.95
O -24.073 -15.684 -9.557 -0.90
O -25.328 -13.715 -10.468 -0.76
O -25.396 -14.284 -8.064 -0.83
C -22.393 -12.996 -16.996 0.54
F -23.228 -12.167 -17.676 -0.24
F -23.121 -14.105 -16.652 -0.20
F -21.484 -13.466 -17.883 -0.26
S -21.691 -12.270 -15.477 0.77
O -22.884 -11.650 -14.872 -0.52
O -21.202 -13.428 -14.775 -0.87
O -20.625 -11.411 -15.919 -0.61

14
Properties=species:S:1:pos:R:3:nbo_charge:R:1 method="wB97M-V/def2-TZVPD" smiles="[H]/N=C/NC(=O)NC" e_lumo_ev=0.82 relative_energy_ev=0.215 total_charge=0 homo_lumo_gap_ev=10.5
C -0.786 0.658 2.329 -0.41
N 0.049 0.618 1.147 -0.65
C -0.455 -0.022 0.031 0.79
O -1.614 -0.372 -0.091 -0.62
N 0.525 -0.285 -0.916 -0.65
C 0.264 -0.936 -2.109 0.28
N 1.225 -1.335 -2.837 -0.68
H -1.077 -0.365 2.583 0.21
H -1.703 1.244 2.203 0.20
H -0.181 1.065 3.141 0.20
H 0.603 1.446 0.972 0.39
H 1.492 -0.280 -0.621 0.41
H -0.806 -1.039 -2.302 0.19
H 0.869 -1.780 -3.679 0.35

29
Properties=species:S:1:pos:R:3:nbo_charge:R:1 method="wB97M-V/def2-TZVPD" e_lumo_ev=0.77 relative_energy_ev=7.534 total_charge=0 homo_lumo_gap_ev=10.9
C -3.711 -2.141 0.229 -0.61
C -2.908 -1.203 0.878 -0.37
C -2.075 -0.413 0.000 -0.42
C -0.836 -1.128 -0.745 -0.39
C 0.056 -0.379 -1.928 -0.36
C 0.753 1.034 -1.230 -0.39
C 1.774 0.807 -0.181 -0.45
C 2.649 1.713 0.306 -0.47
C 3.651 1.433 1.414 0.81
O 3.607 0.461 1.963 -0.55
O 4.416 2.524 1.831 -0.72
H 5.143 2.247 2.430 0.49
H 3.176 2.165 -0.743 0.22
H 1.876 2.608 0.763 0.21
H 1.344 0.084 0.745 0.20
H 2.442 -0.027 -0.486 0.20
H 1.179 1.520 -2.151 0.20
H -0.003 1.747 -0.779 0.20
H 0.657 -1.067 -2.116 0.19
H -0.722 0.157 -2.438 0.22
H -1.135 -2.015 -1.225 0.19
H -0.108 -1.299 0.222 0.20
H -1.550 0.567 0.623 0.19
H -2.617 0.270 -0.740 0.20
H -2.013 -1.872 1.759 0.14
H -3.505 -0.517 1.479 0.22
H -2.999 -2.897 -0.451 0.19
H -4.288 -2.789 1.092 0.22
H -4.249 -1.592 -0.521 0.21

60
Properties=species:S:1:pos:R:3:nbo_charge:R:1 method="wB97M-V/def2-TZVPD" e_lumo_ev="-7.93 / -7.63" spin_multiplicity=2 relative_energy_ev=0.470 total_charge=+2 homo_lumo_gap_ev="5.9 / 6.2"
Re -1.262 -1.270 -0.076 1.36
N 0.791 -1.864 -1.024 -0.63
N 1.209 -3.141 -0.621 -0.41
C 0.416 -3.842 0.216 0.65
N 0.833 -5.000 0.670 -0.72
N -0.777 -3.250 0.486 -0.54
N -1.725 -3.924 1.306 0.66
O -2.748 -3.303 1.447 -0.31
O -1.461 -5.017 1.748 -0.35
H 0.802 -1.798 -2.039 0.42
H 1.432 -1.154 -0.665 0.43
H 2.131 -3.463 -0.873 0.43
H 1.750 -5.350 0.435 0.43
H 0.230 -5.544 1.271 0.47
S -3.261 -0.276 0.473 0.12
C -3.857 -1.349 -0.808 0.10
C -5.137 -1.540 -1.277 -0.24
C -5.303 -2.440 -2.324 -0.06
C -4.211 -3.114 -2.862 -0.25
C -2.959 -2.886 -2.328 0.09
N -2.800 -2.030 -1.310 -0.54
H -5.969 -1.003 -0.845 0.27
H -6.293 -2.614 -2.725 0.26
H -4.329 -3.810 -3.679 0.26
H -2.074 -3.388 -2.695 0.22
O -0.247 0.143 0.277 -0.86
Si 0.780 1.553 0.460 1.87
C 1.265 1.893 -1.303 -0.49
C 0.582 1.357 -2.399 -0.25
C 0.963 1.651 -3.701 -0.20
C 2.039 2.496 -3.928 -0.18
C 2.716 3.059 -2.855 -0.19
C 2.332 2.762 -1.558 -0.19
C 2.161 0.818 1.459 -0.50
C 1.942 0.523 2.812 -0.22
C 2.926 -0.081 3.577 -0.19
C 4.151 -0.398 3.002 -0.18
C 4.387 -0.115 1.665 -0.22
C 3.397 0.483 0.897 -0.22
C -0.212 2.839 1.328 -0.51
C 0.378 3.576 2.359 -0.20
C -0.316 4.607 2.975 -0.19
C -1.610 4.904 2.577 -0.17
C -2.211 4.180 1.554 -0.21
C -1.514 3.160 0.931 -0.20
H -0.304 0.744 -2.243 0.19
H 0.411 1.242 -4.537 0.22
H 2.338 2.732 -4.941 0.24
H 3.542 3.735 -3.032 0.24
H 2.870 3.220 -0.735 0.22
H 1.000 0.792 3.280 0.23
H 2.749 -0.288 4.624 0.23
H 4.927 -0.853 3.603 0.23
H 5.349 -0.345 1.224 0.23
H 3.600 0.708 -0.144 0.22
H 1.384 3.344 2.689 0.22
H 0.152 5.175 3.768 0.23
H -2.152 5.705 3.061 0.23
H -3.218 4.422 1.241 0.23
H -1.984 2.624 0.113 0.20

24
Properties=species:S:1:pos:R:3:nbo_charge:R:1 method="wB97M-V/def2-TZVPD" smiles=Cc1ccccc1.CCO e_lumo_ev=0.80 relative_energy_ev=0.627 total_charge=0 homo_lumo_gap_ev=10.0
C 2.635 -0.190 -0.520 -0.63
C 0.498 -1.491 -0.774 -0.22
C 1.221 -0.330 -1.014 -0.02
C -0.800 -1.669 -1.231 -0.22
C 0.581 0.646 -1.792 -0.21
C -1.437 -0.633 -1.891 -0.22
C -0.777 0.595 -2.068 -0.20
H 0.872 -2.345 -0.214 0.21
H -1.313 -2.622 -1.224 0.22
H 3.377 0.003 -1.292 0.23
H 2.911 -1.071 0.055 0.22
H 1.120 1.570 -1.982 0.21
H -2.467 -0.643 -2.212 0.21
H -1.307 1.418 -2.517 0.21
H 2.729 0.663 0.158 0.21
C -0.480 0.937 1.767 -0.06
C -1.832 0.271 2.076 -0.62
O 0.202 1.246 2.975 -0.74
H 0.053 0.198 1.177 0.17
H -0.601 1.862 1.210 0.16
H -2.521 0.996 2.503 0.21
H 1.173 1.257 2.885 0.47
H -1.676 -0.524 2.801 0.21
H -2.161 -0.142 1.125 0.21